No. 1
This record from OMol25 describes a cluster of 10 separate species, C2H24O9S in total at a distorted geometry. The level of theory is the ωB97M-V functional and the def2-TZVPD basis.

Element x y z (Å)
S (-1.7511, -0.8645, -2.5468)
O (3.0798, 2.0283, 1.3984)
O (1.0454, 1.4963, -1.3514)
O (1.1282, 0.1998, 1.0837)
O (-0.2976, 3.7748, -1.3571)
O (1.3785, -4.2523, -0.9687)
O (-2.7657, 2.5218, -0.7026)
O (-1.3074, 1.8770, 1.5046)
O (2.9433, -2.2770, 0.2626)
O (-1.4281, -0.5804, 2.6926)
C (-1.7108, -2.5783, -0.2822)
C (-1.2688, -1.1994, -0.7919)
H (1.7662, 2.1290, -1.3638)
H (-1.1543, -0.3386, 3.5842)
H (-1.8234, -0.4253, -0.2605)
H (-1.0694, 3.5463, -0.8105)
H (-2.1922, -2.5307, 0.6902)
H (-0.8178, -3.2084, -0.2330)
H (-1.8365, -2.1766, -2.8512)
H (-0.2186, -1.0554, -0.5559)
H (3.5779, 1.6156, 2.1059)
H (-0.6712, 4.3289, -2.0522)
H (2.2959, -1.6375, 0.5873)
H (3.0802, -2.0134, -0.6512)
H (-0.4558, 2.0571, 1.1001)
H (1.8704, -4.1275, -0.1576)
H (-2.3096, -3.1336, -1.0014)
H (-2.7987, 2.2693, 0.2316)
H (-0.5984, -0.7130, 2.2001)
H (3.5160, 2.8178, 1.0756)
H (1.6436, -3.7304, -1.7214)
H (0.2222, 1.9861, -1.5240)
H (-1.3997, 0.9748, 1.8602)
H (-2.4215, 1.8005, -1.2353)
H (1.1437, 0.7537, 0.2716)
H (1.6052, 0.6652, 1.7699)

The SMILES is CCS.O.O.O.O.O.O.O.O.O. The value obtained for the HOMO-LUMO gap is 8.864 eV. The value obtained for the lowest unoccupied orbital energy is -0.041 eV. For the energy above the lowest of the compared OMol25 structures with the same formula, charge and spin, the calculation gives 0.0 kcal per mole. For the total energy, the calculation gives -31726.515 eV.


No. 2
This record from OMol25 describes a structure of composition C3H7OS at a distorted geometry. The level of theory is the ωB97M-V functional and the def2-TZVPD basis.

Element x y z (Å)
S (-2.2164, 0.0627, 0.8018)
O (-0.7332, -0.9039, -1.5198)
C (0.6191, -0.6857, -0.9086)
C (0.5658, 0.5506, 0.1551)
C (-0.5566, 0.6412, 1.2039)
H (-1.2283, -0.2706, -0.6721)
H (-0.5435, 1.6676, 1.5843)
H (1.6303, 0.3781, 0.5446)
H (0.7253, -1.7459, -0.5130)
H (0.8046, 1.2789, -0.7185)
H (1.1420, -0.7417, -1.8710)
H (-0.2090, -0.2314, 1.9134)

Its net charge is -1. The value obtained for the HOMO-LUMO gap is 7.122 eV. The value obtained for the lowest unoccupied orbital energy is 4.271 eV. For the energy above the lowest of the compared OMol25 structures with the same formula, charge and spin, the calculation gives 65.0 kcal per mole. For the total energy, the calculation gives -16105.460 eV.


No. 3
This record from OMol25 describes a cluster of 8 separate species, C60H73FIN11O16P in total at a distorted geometry. The level of theory is the ωB97M-V functional and the def2-TZVPD basis.

Element x y z (Å)
I (-3.4172, -5.4539, -3.3043)
P (-3.7460, -2.2116, -1.5832)
F (-1.2238, 1.0050, -6.1718)
O (-6.9855, 4.7428, -1.7042)
O (-2.1645, -2.5727, -1.2702)
O (6.9279, -5.0219, 10.0704)
O (9.6598, -2.3116, 0.6652)
O (-1.9687, 9.9616, -7.1511)
O (0.9226, -0.5865, -0.1904)
O (-0.2195, 10.1020, -5.9023)
O (5.4884, 1.8171, -1.9473)
O (9.3908, -2.9672, 2.6971)
O (9.0274, -5.2502, 10.4945)
O (-4.4686, -4.5246, 6.7213)
O (4.6448, 1.1455, -3.8082)
O (-8.5670, 3.2871, -1.6804)
O (2.7362, -2.7292, 6.0659)
O (-3.6454, -3.6716, 8.5180)
O (4.4342, -1.4213, 5.8886)
N (5.5871, 1.3629, -3.0721)
N (8.0970, -5.0774, 9.7361)
N (9.0584, -2.3241, 1.7202)
N (-1.1837, 9.5125, -6.3422)
N (-3.0779, 0.2724, -4.9627)
N (-4.0461, -0.9176, -0.5140)
N (3.7222, -2.1806, 6.5171)
N (-3.4806, -0.6821, -7.0285)
N (-2.3694, -1.9210, -5.4185)
N (-8.1058, 4.3795, -1.3995)
N (-3.6060, -3.9244, 7.3315)
C (-6.0616, 1.3813, -2.0224)
C (-9.2582, 7.4375, 0.3834)
C (-2.3606, 1.4450, -5.4817)
C (0.4396, -0.7067, -1.5057)
C (-10.2205, 4.9041, -0.2643)
C (-6.3015, -3.8243, -3.6245)
C (7.8362, -1.5064, 1.8214)
C (-1.4205, 8.1384, -5.8564)
C (-2.3716, -3.7146, 5.2159)
C (-2.4274, -3.4662, 6.5743)
C (2.3060, -0.2710, -0.1698)
C (3.7536, -3.7128, 9.9126)
C (9.2895, 0.9730, -3.1884)
C (-3.5390, -1.4238, -3.2667)
C (-1.2894, -0.0857, -3.2003)
C (5.5560, -2.1213, 9.7580)
C (-0.3186, -2.3617, 6.5160)
C (-8.9550, 5.3129, -0.6470)
C (6.2694, -0.0152, 0.8334)
C (-3.8058, -3.7360, -4.5320)
C (-0.5582, 7.6041, -4.9172)
C (4.1024, -2.4785, 7.9062)
C (-1.2717, -3.2678, 4.4998)
C (7.3441, -4.5977, 7.4461)
C (-2.9105, -2.5238, -4.1562)
C (5.9965, -0.7063, 3.1265)
C (-1.4164, -2.7971, 7.2416)
C (-5.6031, 1.8806, -0.6438)
C (8.9401, -4.3974, 5.6567)
C (-2.9784, -0.7870, -5.8101)
C (-10.5298, 7.0459, 0.7836)
C (7.4138, -0.7897, 0.7166)
C (7.0882, 0.5576, -4.8461)
C (3.3674, -3.4128, 8.6160)
C (5.5620, 0.0220, 2.0283)
C (7.1505, -1.4715, 3.0216)
C (-0.7771, 6.3089, -4.4744)
C (8.0175, 1.2630, -2.7219)
C (9.4637, 0.4829, -4.4767)
C (9.9758, -4.6795, 6.5389)
C (-2.7995, -0.0614, -3.4761)
C (-6.8393, 0.0510, -1.9230)
C (-11.0100, 5.7834, 0.4588)
C (-4.9654, 1.3531, -3.1180)
C (9.7064, -4.9161, 7.8783)
C (-3.1481, 2.3229, -6.4441)
C (5.1930, -1.8249, 8.4552)
C (-5.3095, -3.4417, -4.7348)
C (8.3658, 0.2748, -5.3023)
C (6.9383, 1.0505, -3.5624)
C (4.8430, -3.0675, 10.4825)
C (-0.8390, 0.0985, -1.7290)
C (-3.4988, 1.0902, -2.7208)
C (-2.7018, 6.1335, -5.9158)
C (-2.4929, 7.4288, -6.3627)
C (-0.2462, -2.5906, 5.1477)
C (8.3930, -4.8667, 8.3082)
C (7.6267, -4.3603, 6.1099)
C (-1.8441, 5.5752, -4.9765)
C (-8.4578, 6.5669, -0.3384)
H (10.9971, -4.7092, 6.1846)
H (-6.3443, 2.5749, -0.2380)
H (-1.6094, -0.1691, -1.0095)
H (-7.4670, 6.8586, -0.6537)
H (3.2097, -4.4592, 10.4750)
H (5.9264, 0.5664, -0.0116)
H (6.2266, 0.3984, -5.4774)
H (-2.0073, 4.5629, -4.6268)
H (-2.3458, -2.6028, -6.1717)
H (9.1575, -4.2024, 4.6143)
H (-6.8054, 2.0944, -2.3856)
H (-0.7904, 0.7178, -3.7479)
H (-2.0516, -2.9040, -3.5950)
H (-4.5711, -1.2193, -3.5808)
H (6.3278, -4.5672, 7.8128)
H (5.4984, -0.7086, 4.0844)
H (-7.8718, 0.2697, -1.6211)
H (-1.2097, -3.4493, 3.4353)
H (-6.9152, -0.4373, -2.9012)
H (-3.5367, 5.5639, -6.3027)
H (7.9678, -0.8290, -0.2104)
H (7.5067, -2.0415, 3.8679)
H (-6.4353, -0.6274, -1.1646)
H (-4.6453, 2.4073, -0.6707)
H (-2.1719, -3.2182, -0.5540)
H (5.7515, -1.1045, 7.8760)
H (0.2699, -1.7604, -1.7705)
H (6.8205, -4.1418, 5.4217)
H (-5.6080, -3.9995, -5.6307)
H (-5.5416, 1.0561, 0.0769)
H (8.5045, -0.1078, -6.3042)
H (10.4593, 0.2632, -4.8388)
H (-8.8879, 8.4217, 0.6354)
H (2.6199, -0.1100, 0.8615)
H (-4.7879, -1.1826, 0.1267)
H (4.6807, 0.6486, 2.0825)
H (0.4843, -1.8418, 7.0193)
H (6.4093, -1.6273, 10.2025)
H (-7.1601, -3.1441, -3.6646)
H (10.1451, 1.1317, -2.5463)
H (7.8699, 1.6478, -1.7231)
H (-2.9273, 1.9864, -2.9996)
H (-0.5767, 1.1481, -1.5516)
H (-4.1801, 2.4566, -6.1168)
H (1.1739, -0.3263, -2.2374)
H (2.5265, -3.9144, 8.1589)
H (-3.9678, 0.1468, -7.3305)
H (-3.1753, -4.2490, 4.7297)
H (-3.3830, -1.4336, -7.6932)
H (-5.0060, 2.3343, -3.6100)
H (-5.4465, -2.3850, -5.0015)
H (2.4768, 0.6666, -0.7169)
H (-3.3402, 1.0067, -1.6479)
H (-3.0884, 1.8805, -7.4448)
H (-2.6196, 3.2759, -6.5209)
H (-12.0006, 5.4817, 0.7705)
H (-5.8772, -3.7374, -2.6231)
H (-3.2338, -0.6700, 0.0479)
H (-6.6867, -4.8347, -3.7755)
H (-5.3011, 0.6497, -3.8883)
H (0.6132, -2.2447, 4.5894)
H (-10.5824, 3.9203, -0.5237)
H (0.2682, 8.1875, -4.5389)
H (5.1461, -3.3147, 11.4905)
H (-1.4840, -2.6224, 8.3055)
H (-1.9713, 2.0456, -4.6646)
H (2.9133, -1.0630, -0.6238)
H (-11.1489, 7.7275, 1.3519)
H (-0.8279, -1.0111, -3.5619)
H (10.5037, -5.1286, 8.5754)
H (-3.1513, 7.8784, -7.0913)
H (-0.1128, 5.8741, -3.7398)
H (-3.4341, -4.0921, -5.4973)

Its net charge is +1. The value obtained for the HOMO-LUMO gap is 8.491 eV. The value obtained for the lowest unoccupied orbital energy is -2.553 eV. For the total energy, the calculation gives -132638.186 eV.


No. 4
This record from OMol25 describes the molecule C12H13NSi at a distorted geometry. The level of theory is the ωB97M-V functional and the def2-TZVPD basis.

Element x y z (Å)
Si (-0.6373, -0.2118, 2.4493)
N (-0.6632, 0.0590, 0.7891)
C (-0.1448, 2.4998, -1.9089)
C (-0.0932, -3.4827, -0.5391)
C (-0.2719, 1.2655, -1.3001)
C (1.5005, -1.2114, -0.1617)
C (-0.8655, 2.4824, 0.7416)
C (-0.6812, 3.6532, 0.0466)
C (-0.7223, -2.3392, -0.0409)
C (-0.6249, 1.2298, 0.0833)
C (1.2818, -3.4998, -0.8242)
C (2.1176, -2.3466, -0.5625)
C (-0.4819, 3.6669, -1.2758)
C (0.1191, -1.1815, 0.0301)
H (-0.7009, -1.7268, 2.4352)
H (-1.1099, 2.4383, 1.7411)
H (2.0619, -0.2836, 0.0076)
H (3.1120, -2.1238, -0.8695)
H (-0.9171, 4.6004, 0.5241)
H (-1.7446, -2.4901, 0.3318)
H (-0.3369, 4.5631, -1.7289)
H (1.6743, -4.4955, -0.8941)
H (-1.8168, 0.5015, 3.2201)
H (0.6130, 0.1434, 3.1663)
H (-0.4749, -4.4994, -0.6563)
H (-0.4286, 0.3803, -1.8598)
H (0.2360, 2.4084, -2.9445)

The SMILES is [SiH3]N(c1ccccc1)c1ccccc1. The value obtained for the HOMO-LUMO gap is 8.631 eV. The value obtained for the lowest unoccupied orbital energy is 0.741 eV. For the energy above the lowest of the compared OMol25 structures with the same formula, charge and spin, the calculation gives 0.0 kcal per mole. For the total energy, the calculation gives -22020.380 eV.


Repeat the first record exactly.
This record from OMol25 describes a cluster of 10 separate species, C2H24O9S in total at a distorted geometry. The level of theory is the ωB97M-V functional and the def2-TZVPD basis.

Element x y z (Å)
S (-1.7511, -0.8645, -2.5468)
O (3.0798, 2.0283, 1.3984)
O (1.0454, 1.4963, -1.3514)
O (1.1282, 0.1998, 1.0837)
O (-0.2976, 3.7748, -1.3571)
O (1.3785, -4.2523, -0.9687)
O (-2.7657, 2.5218, -0.7026)
O (-1.3074, 1.8770, 1.5046)
O (2.9433, -2.2770, 0.2626)
O (-1.4281, -0.5804, 2.6926)
C (-1.7108, -2.5783, -0.2822)
C (-1.2688, -1.1994, -0.7919)
H (1.7662, 2.1290, -1.3638)
H (-1.1543, -0.3386, 3.5842)
H (-1.8234, -0.4253, -0.2605)
H (-1.0694, 3.5463, -0.8105)
H (-2.1922, -2.5307, 0.6902)
H (-0.8178, -3.2084, -0.2330)
H (-1.8365, -2.1766, -2.8512)
H (-0.2186, -1.0554, -0.5559)
H (3.5779, 1.6156, 2.1059)
H (-0.6712, 4.3289, -2.0522)
H (2.2959, -1.6375, 0.5873)
H (3.0802, -2.0134, -0.6512)
H (-0.4558, 2.0571, 1.1001)
H (1.8704, -4.1275, -0.1576)
H (-2.3096, -3.1336, -1.0014)
H (-2.7987, 2.2693, 0.2316)
H (-0.5984, -0.7130, 2.2001)
H (3.5160, 2.8178, 1.0756)
H (1.6436, -3.7304, -1.7214)
H (0.2222, 1.9861, -1.5240)
H (-1.3997, 0.9748, 1.8602)
H (-2.4215, 1.8005, -1.2353)
H (1.1437, 0.7537, 0.2716)
H (1.6052, 0.6652, 1.7699)

The SMILES is CCS.O.O.O.O.O.O.O.O.O. The value obtained for the HOMO-LUMO gap is 8.864 eV. The value obtained for the lowest unoccupied orbital energy is -0.041 eV. For the energy above the lowest of the compared OMol25 structures with the same formula, charge and spin, the calculation gives 0.0 kcal per mole. For the total energy, the calculation gives -31726.515 eV.


> The highest HOMO-LUMO gap belongs to which entry?

C2H24O9S